Entry 1:
The following is a DFT calculation (ωB97M-V with the def2-TZVPD basis set) of C48H37AgN2OP2S as an isolated structure at a distorted geometry.

Structure (XYZ):
```
92
C48H37AgN2OP2S | OMol25 | ωB97M-V with the def2-TZVPD basis set
Ag 11.6406 12.7907 12.3706
O 16.9364 12.5192 11.7464
S 15.6469 12.1326 12.3626
C 15.1947 10.5602 11.6563
C 15.9411 9.4345 11.9609
C 15.7655 8.2613 11.2586
C 14.8039 8.2122 10.2517
C 14.0190 9.3529 9.9663
C 14.1983 10.5405 10.6690
P 13.0859 12.0205 10.4008
C 11.7526 11.3848 9.3957
C 11.1952 12.2836 8.5184
C 9.8750 12.1236 8.0826
C 9.1334 11.0008 8.4998
C 9.7548 10.0526 9.3149
C 11.0412 10.2358 9.7399
C 14.0463 13.1415 9.3383
C 14.6202 12.7764 8.1238
C 15.0262 13.7404 7.2135
C 14.8996 15.0886 7.5323
C 14.4881 15.4813 8.8042
C 14.0701 14.4936 9.6993
C 15.9541 11.5461 13.9945
C 17.2835 11.2887 14.3182
C 17.5652 10.9739 15.6454
C 16.5363 10.8042 16.5625
C 15.2132 11.0453 16.1966
C 14.9225 11.5185 14.9375
P 13.3016 12.3253 14.4578
C 12.3944 11.9796 15.9936
C 12.6747 12.6899 17.1791
C 12.0756 12.2535 18.3369
C 11.3050 11.0914 18.3664
C 11.0563 10.3926 17.1922
C 11.5953 10.8401 16.0116
C 13.7245 14.0822 14.6669
C 14.9313 14.6388 15.0239
C 14.9900 16.0201 15.2598
C 13.8348 16.8063 15.2434
C 12.6187 16.2263 14.9320
C 12.5823 14.8715 14.6273
H 16.6635 9.4684 12.7521
H 16.3091 7.3395 11.5142
H 14.6257 7.2698 9.7972
H 13.2499 9.3463 9.1885
H 11.6583 13.2591 8.2797
H 9.5156 12.9265 7.4719
H 8.0562 10.9964 8.3645
H 9.2022 9.2193 9.7009
H 11.4584 9.5335 10.4290
H 14.6458 11.7284 7.8524
H 15.5109 13.4330 6.3027
H 15.0899 15.8610 6.7830
H 14.4851 16.5398 9.0374
H 13.6964 14.7986 10.6779
H 18.0849 11.3641 13.6108
H 18.6088 11.0390 15.9711
H 16.7619 10.6320 17.6029
H 14.4306 10.9996 16.9799
H 13.3187 13.5749 17.1904
H 12.2479 12.8183 19.2335
H 10.8765 10.7922 19.3399
H 10.4956 9.4756 17.2306
H 11.3705 10.3656 15.0719
H 15.8202 14.0414 15.1490
H 15.9436 16.4519 15.5295
H 13.9384 17.8946 15.4092
H 11.7053 16.7977 14.9185
H 11.6125 14.4595 14.3638
C 11.1840 6.6416 12.8037
C 12.1804 7.6278 13.0086
C 11.8083 8.9650 12.9636
C 10.4447 9.3273 12.7904
C 9.4689 8.3362 12.5967
C 9.8798 7.0327 12.6093
N 10.1665 10.6873 12.7672
N 8.9578 10.9513 12.6052
C 8.6536 12.3589 12.6044
C 7.2791 12.5745 12.7506
C 6.7394 13.8585 12.7804
C 7.5994 14.9444 12.5926
C 8.9742 14.6854 12.4461
C 9.5513 13.4131 12.4680
H 11.4841 5.6326 12.8920
H 13.2038 7.3333 13.1924
H 12.5418 9.7367 13.0937
H 8.4338 8.5922 12.4223
H 9.1277 6.2479 12.4679
H 6.6320 11.7036 12.8136
H 5.6764 14.0584 12.8827
H 7.2965 15.9795 12.5436
H 9.5927 15.5285 12.3300
```

Gap between HOMO and LUMO in eV: 7.2
Spin multiplicity: 1
LUMO level in eV: -0.2

These are the Mulliken partial charges, in e, on atoms 1 to 6:
1. Ag 0.2450
2. O -0.8027
3. S 1.0403
4. C 0.7165
5. C -0.7782
6. C -0.8837

Entry 2:
The following is a DFT calculation (ωB97M-V with the def2-TZVPD basis set) of a 2-piece molecular cluster, C3H2N2O overall at a distorted geometry.

Structure (XYZ):
```
8
C3H2N2O | OMol25 | ωB97M-V with the def2-TZVPD basis set
C 1.8010 -0.4980 0.1057
C -1.4020 1.8008 -0.0878
C -0.5528 -0.9651 -0.1063
N 2.9451 -0.4574 0.2517
N 0.6231 -0.6706 -0.4265
O -1.2828 2.9085 0.1809
H -0.9767 -0.7719 0.9843
H -1.1548 -1.3463 -0.9019
```

Gap between HOMO and LUMO (spin up / spin down) in eV: 9.6 / 9.6
Energy relative to the best compared isomer or geometry (same formula, charge and spin) in kJ/mol: 118.5
Spin multiplicity: 1
LUMO level (spin up / spin down) in eV: -0.3 / -0.3

These are the Mulliken partial charges, in e, on atoms 1 to 6:
1. C 0.3977
2. C 0.1731
3. C -0.3382
4. N -0.3983
5. N -0.3050
6. O -0.1630

Entry 3:
The following is a DFT calculation (ωB97M-V with the def2-TZVPD basis set) of an isolated molecule of C8H11N at a distorted geometry.

Structure (XYZ):
```
20
C8H11N | OMol25 | ωB97M-V with the def2-TZVPD basis set
C -1.3802 1.7656 -0.1987
C -1.8724 0.5398 0.5133
C -1.6135 -0.6233 -0.0639
C -0.7885 -0.9066 -1.1928
C 0.5800 -0.9004 -1.1481
C 1.5466 -0.6497 0.0081
C 1.2240 -0.6885 1.4219
C 2.0834 0.6448 -0.3239
H -1.1340 1.5622 -1.3432
H -2.1068 2.6129 -0.2511
H -0.3173 2.1656 0.3248
H -2.4285 0.6625 1.5101
H -2.1257 -1.4992 0.3597
H -1.2455 -1.3574 -2.1755
H 1.1331 -1.3426 -2.0993
H 2.3868 -1.4396 -0.1527
H 1.3004 -1.8830 1.6785
H 2.0130 -0.0250 2.1332
H 0.1527 -0.2910 1.5873
N 2.5924 1.6527 -0.5877
```

Gap between HOMO and LUMO in eV: 10.0
Energy relative to the best compared isomer or geometry (same formula, charge and spin) in kJ/mol: 233.7
Spin multiplicity: 1
LUMO level in eV: 0.7
Structure (SMILES): C/C=C\C=C/[C@H](C)C#N

These are the Mulliken partial charges, in e, on atoms 1 to 6:
1. C -0.8855
2. C -0.1016
3. C -0.2310
4. C -0.5271
5. C -0.4064
6. C 0.7407

Entry 4:
The following is a DFT calculation (ωB97M-V with the def2-TZVPD basis set) of a 2-piece molecular cluster, C4H13N2O overall at a distorted geometry.

Structure (XYZ):
```
20
C4H13N2O | OMol25 | ωB97M-V with the def2-TZVPD basis set
C -0.6149 2.0952 0.0496
C -0.2792 0.9916 -0.9671
C 0.5700 -0.1382 -0.5291
C 1.6807 -0.5888 -1.0911
N 2.1713 -1.8939 -0.8789
N 0.0825 -0.9353 0.6221
H 0.2697 2.5035 0.5370
H -1.2511 1.7202 0.8516
H -1.1964 2.8551 -0.4701
H -1.2275 0.6956 -1.4081
H 0.2605 1.4922 -1.7749
H 2.0138 0.0103 -1.9301
H 2.2603 -2.4074 -1.7471
H 3.0735 -1.9361 -0.4183
H 0.2969 -0.5048 1.5289
H -0.9090 -1.1549 0.6512
H 0.6643 -1.7950 0.6081
H -2.7593 0.2322 2.6477
H -2.8593 -0.7907 1.5247
O -2.2466 -0.4506 2.1939
```

Gap between HOMO and LUMO in eV: 10.9
Energy relative to the best compared isomer or geometry (same formula, charge and spin) in kJ/mol: 169.4
Spin multiplicity: 1
LUMO level in eV: -3.1
Net charge: +1

These are the Mulliken partial charges, in e, on atoms 1 to 6:
1. C -1.0979
2. C -0.5828
3. C -0.0324
4. C -0.0818
5. N -0.5820
6. N -0.1228

Entry 5:
The following is a DFT calculation (ωB97M-V with the def2-TZVPD basis set) of a 2-piece molecular cluster, C4H5NO overall.

Structure (XYZ):
```
11
C4H5NO | OMol25 | ωB97M-V with the def2-TZVPD basis set
O 0.8835 -2.0093 1.4260
C 0.5397 -0.8561 1.5475
N -1.7420 -0.1899 -0.0260
C -1.4852 0.4341 -1.0988
C 1.2132 0.2435 0.8575
C 1.7942 1.1602 0.3316
H -0.2820 -0.5504 2.2127
H -2.7478 -0.2177 0.1528
H -0.4426 0.5343 -1.4072
H -2.2362 0.8980 -1.7474
H 2.3188 1.9677 -0.1325
```

Gap between HOMO and LUMO in eV: 10.6
Energy relative to the best compared isomer or geometry (same formula, charge and spin) in kJ/mol: 327.5
Spin multiplicity: 1
LUMO level in eV: 0.5
Structure (SMILES): C#CC=O.C=N

These are the Mulliken partial charges, in e, on atoms 1 to 6:
1. O -0.4407
2. C -0.2657
3. N -0.3893
4. C -0.2435
5. C -0.2211
6. C 0.2573

Entry 6:
The following is a DFT calculation (ωB97M-V with the def2-TZVPD basis set) of a 2-piece molecular cluster, C4H11N2O overall at a distorted geometry.

Structure (XYZ):
```
18
C4H11N2O | OMol25 | ωB97M-V with the def2-TZVPD basis set
C -1.4371 -1.5788 2.2467
C 0.4787 1.6422 -2.8089
C -0.2693 -0.9524 1.4913
C 0.9467 0.8109 -1.6980
N 2.1125 0.7575 0.3497
N 0.0092 -1.0368 0.2678
O 1.5480 1.4567 -0.7609
H -1.5317 -2.6099 1.9151
H -2.3104 -1.0040 1.9638
H -1.3333 -1.4744 3.2572
H 1.2829 2.3084 -3.0452
H -0.3487 2.2934 -2.5648
H 0.0049 1.0629 -3.6679
H 0.1949 -0.1261 2.1195
H 0.8785 -0.2818 -1.6107
H 2.0935 1.3497 1.1497
H 1.6242 -0.1481 0.3382
H -0.5396 -1.5378 -0.4211
```

Gap between HOMO and LUMO in eV: 9.1
Energy relative to the best compared isomer or geometry (same formula, charge and spin) in kJ/mol: 515.6
Spin multiplicity: 1
LUMO level in eV: -5.1
Net charge: +1

These are the Mulliken partial charges, in e, on atoms 1 to 6:
1. C -1.1685
2. C -1.0167
3. C 0.2428
4. C 0.3490
5. N -0.4502
6. N -0.5403

| no. | E (a.u.) |
| --- | --- |
| 1 | -3263.83319 |
| 2 | -300.18627 |
| 3 | -366.04906 |
| 4 | -344.70234 |
| 5 | -285.28986 |
| 6 | -343.36778 |